The following is a quantum chemistry calculation of a molecular structure, C52H48BrMoN7O3S3, from OMol25.

Output
- Charge: +2
- Highest occupied orbital energy (alpha / beta): -0.4442 / -0.4522 Ha
- Multiplicity: 3
- ΔE to the lowest compared entry with this formula, charge and spin: 10.09 kcal/mol
- Orbital gap (alpha / beta): 6.399 / 6.285 eV

The geometry in XYZ format:
```
115
Properties=species:S:1:pos:R:3:lowdin_charge:R:1
Mo -0.038 0.218 0.376 1.6348
O -2.898 0.117 -2.692 0.1628
C -1.936 -0.142 -2.027 -0.4304
N -1.132 0.785 -1.348 -0.0459
C -0.918 1.989 -1.977 -0.4632
O -1.136 2.267 -3.130 0.1313
C -0.320 2.994 -1.042 -0.1800
C -0.183 4.314 -1.429 0.0375
C 0.273 5.230 -0.497 -0.0068
C 0.564 4.781 0.783 -0.0152
C 0.432 3.437 1.076 -0.1228
N -0.003 2.541 0.177 0.0169
C -1.419 -1.525 -1.824 -0.2388
C -1.915 -2.609 -2.514 0.0311
C -1.330 -3.846 -2.290 -0.0029
C -0.280 -3.937 -1.390 -0.0044
C 0.140 -2.802 -0.721 -0.1020
N -0.419 -1.609 -0.939 -0.0299
H -0.447 4.579 -2.443 0.1357
H 0.399 6.272 -0.761 0.1263
H 0.913 5.457 1.552 0.1214
H 0.675 3.069 2.059 0.0938
H -2.735 -2.459 -3.202 0.1385
H -1.687 -4.725 -2.809 0.1280
H 0.210 -4.880 -1.191 0.1247
H 0.934 -2.842 0.011 0.1023
C -0.535 -6.335 5.470 -0.0388
C -1.385 -5.056 5.515 -0.5541
C -1.135 -4.326 6.842 -0.0369
C -2.860 -5.449 5.442 -0.0605
C -0.985 -4.133 4.368 -0.1523
C -1.883 -3.668 3.421 -0.0701
C -1.467 -2.779 2.446 -0.5492
Br -2.774 -2.320 1.152 0.8459
C -0.154 -2.295 2.383 -0.3233
O 0.185 -1.268 1.565 -0.4220
C 0.812 -2.882 3.227 -0.0704
C 0.339 -3.744 4.214 0.0107
C 2.351 -2.769 3.151 -0.5020
C 2.895 -2.212 4.478 -0.0242
C 2.904 -4.192 2.935 -0.0333
C 2.943 -1.911 2.025 -0.0362
H -0.880 -7.036 6.231 0.0911
H 0.518 -6.130 5.667 0.0779
H -0.612 -6.825 4.498 0.0943
H -1.350 -4.988 7.682 0.0920
H -1.776 -3.446 6.929 0.0907
H -0.097 -3.999 6.929 0.0790
H -3.106 -6.088 6.291 0.0919
H -3.089 -6.007 4.532 0.0925
H -3.516 -4.578 5.489 0.0879
H -2.915 -3.987 3.422 0.0955
H 1.064 -4.155 4.903 0.1041
H 2.774 -2.914 5.302 0.0874
H 2.388 -1.284 4.754 0.0743
H 3.964 -2.003 4.383 0.0956
H 2.555 -4.897 3.686 0.0793
H 3.995 -4.170 2.975 0.0929
H 2.609 -4.576 1.955 0.0934
H 2.951 -0.858 2.295 0.0552
H 2.431 -2.021 1.070 0.0620
H 3.984 -2.207 1.880 0.0974
S 1.630 -0.216 -5.172 1.0781
C 2.414 -0.101 -6.678 -0.3779
C 3.658 0.443 -6.567 -0.1521
C 3.982 0.772 -5.230 -0.0991
C 2.979 0.467 -4.348 -0.4858
C 2.964 0.687 -2.903 -0.1605
C 1.844 0.297 -2.144 -0.0539
N 1.740 0.492 -0.841 0.0070
C 2.767 1.099 -0.185 -0.1442
C 3.936 1.485 -0.836 -0.1087
C 4.995 2.078 -0.058 0.0162
C 4.875 2.248 1.275 0.0156
C 3.674 1.853 1.965 -0.1167
C 3.487 1.955 3.352 0.0881
C 2.322 1.500 3.947 -0.1839
C 1.316 0.997 3.100 -0.0944
N 1.463 0.944 1.791 -0.0593
C 2.627 1.316 1.218 -0.1931
C 2.122 1.514 5.396 -0.5044
C 3.089 1.577 6.363 -0.1019
C 2.558 1.518 7.675 -0.1522
C 1.201 1.406 7.677 -0.3811
S 0.556 1.374 6.099 1.0590
C 4.016 1.269 -2.219 0.0888
H 1.915 -0.440 -7.571 0.0799
H 4.316 0.603 -7.407 0.1157
H 4.926 1.212 -4.944 0.1148
H 1.006 -0.199 -2.616 0.0869
H 5.903 2.373 -0.568 0.1295
H 5.685 2.678 1.850 0.1292
H 4.273 2.386 3.959 0.1371
H 0.367 0.640 3.485 0.0914
H 4.147 1.633 6.152 0.1187
H 3.156 1.550 8.573 0.1153
H 0.543 1.342 8.529 0.0782
H 4.913 1.569 -2.744 0.1334
C -4.405 5.083 0.813 0.0196
C -3.401 4.444 1.707 -0.2299
C -2.741 5.057 2.743 0.0570
C -1.818 4.309 3.484 -0.2763
N -1.556 3.026 3.215 0.1250
C -2.206 2.432 2.227 -0.7332
S -2.103 0.748 1.873 0.6526
N -3.100 3.146 1.485 0.1320
C -1.070 4.911 4.626 0.0010
H -4.646 6.084 1.159 0.0984
H -5.321 4.491 0.782 0.1072
H -4.012 5.148 -0.204 0.1039
H -2.942 6.091 2.982 0.1348
H -3.588 2.625 0.762 0.1561
H -1.272 5.974 4.734 0.0898
H 0.001 4.747 4.494 0.0890
H -1.355 4.395 5.544 0.0988
```



The following is a quantum chemistry calculation of a molecular structure, C22H12B4Br6O34V at a distorted geometry, from OMol25.

Output
- Charge: -2
- Highest occupied orbital energy (alpha / beta): -0.2013 / -0.2013 Ha
- Multiplicity: 2
- Orbital gap (alpha / beta): 7.215 / 3.330 eV

The geometry in XYZ format:
```
79
Properties=species:S:1:pos:R:3:lowdin_charge:R:1
O 0.435 5.630 0.709 -0.3504
V -0.310 4.500 1.624 1.0405
O -1.416 5.177 2.503 -0.2728
O 1.016 -0.228 -5.015 0.1163
C 1.543 0.418 -4.111 -0.3502
O 1.357 0.294 -2.814 0.2157
B 2.217 1.268 -2.062 -0.9365
O 2.858 2.106 -3.060 0.2102
C 2.596 1.614 -4.287 -0.3000
O 2.956 2.115 -5.371 0.0769
O 3.179 0.733 -1.132 0.2430
C 3.116 1.398 0.046 -0.3344
O 3.867 1.275 0.959 0.2015
C 1.902 2.350 -0.086 -0.3082
O 1.381 2.174 -1.275 0.2393
O 1.499 3.030 0.852 0.0595
O -1.875 -0.913 -4.712 0.1001
C -2.326 -0.402 -3.623 -0.2543
O -2.488 0.936 -3.288 0.1658
B -2.825 0.960 -1.839 -0.8078
O -2.741 -0.512 -1.439 0.2216
C -2.442 -1.235 -2.416 -0.4603
O -2.127 -2.419 -2.438 0.0574
O -4.162 1.512 -1.481 0.1960
C -3.931 2.599 -0.634 -0.3384
O -4.797 3.295 -0.140 0.1203
C -2.428 2.810 -0.460 -0.2957
O -1.853 1.827 -1.130 0.2491
O -1.851 3.643 0.246 0.0565
O 0.304 -2.362 -1.318 0.2367
C 1.283 -2.826 -0.696 -0.2575
O 1.882 -2.376 0.390 0.3010
B 3.055 -3.209 0.615 -0.8283
O 3.059 -4.251 -0.443 0.2835
C 2.049 -4.024 -1.215 -0.4014
O 1.866 -4.580 -2.279 0.1519
O 4.272 -2.372 0.697 0.2377
C 4.525 -2.077 1.936 -0.3399
O 5.148 -1.042 2.371 0.1022
C 3.718 -2.988 2.795 -0.4119
O 3.104 -3.813 1.986 0.2227
O 3.702 -2.851 3.996 0.1668
O -0.705 2.525 2.522 -0.0120
C -0.104 1.505 2.938 -0.2202
O 0.585 1.411 4.079 0.2781
B 1.241 0.103 4.142 -0.8725
O 0.638 -0.666 3.046 0.2980
C -0.118 0.033 2.349 -0.3941
O -0.742 -0.346 1.363 0.1298
O 1.172 -0.543 5.465 0.2501
C 2.281 -0.257 6.086 -0.3771
O 2.497 -0.226 7.304 0.1082
C 3.281 0.234 5.061 -0.3870
O 2.673 0.234 3.961 0.2630
O 4.509 0.511 5.244 0.0902
Br -1.368 -5.252 -1.862 0.8204
C -1.744 -4.874 0.084 -0.5519
C -0.750 -5.621 1.006 -0.6223
Br -0.343 -7.424 0.336 0.5942
H -2.781 -5.145 0.286 0.0367
H -1.732 -3.784 0.085 0.0335
H -1.117 -5.681 2.031 0.0658
H 0.167 -5.050 1.150 0.0520
Br -4.695 -2.690 0.561 0.7036
C -5.125 -1.008 1.405 -0.7038
C -3.820 -0.387 1.783 -0.6518
Br -4.218 1.381 2.643 0.6757
H -5.791 -1.198 2.247 0.0538
H -5.698 -0.425 0.685 0.0596
H -3.193 -0.182 0.916 0.0266
H -3.343 -1.034 2.519 0.0597
Br 1.278 5.607 -2.531 0.6333
C -0.333 4.690 -3.329 -0.6394
C -0.176 4.581 -4.818 -0.6687
Br -1.438 3.248 -5.555 0.6507
H -1.273 5.102 -2.961 0.0669
H -0.366 3.660 -2.972 0.0306
H 0.808 4.203 -5.096 0.0435
H -0.471 5.581 -5.136 0.0528
```



The following is a quantum chemistry calculation of a molecular structure, C2H2KLiO2 at a distorted geometry, from OMol25.

Output
- Charge: +1
- Highest occupied orbital energy (alpha / beta): -0.3402 / -0.3934 Ha
- Multiplicity: 2
- ΔE to the lowest compared entry with this formula, charge and spin: 101.75 kcal/mol
- Orbital gap (alpha / beta): 5.337 / 6.768 eV

The geometry in XYZ format:
```
8
Properties=species:S:1:pos:R:3:lowdin_charge:R:1
H -0.707 0.155 -2.863 0.1317
O 0.066 -0.738 1.776 -0.1008
C 0.213 -0.233 0.695 -0.1793
C 0.269 -0.218 -0.635 -0.3098
O -0.280 0.762 -1.393 -0.4597
K 0.057 -1.206 4.327 1.0045
H 0.939 -0.955 -1.101 0.1252
Li -0.557 2.433 -0.806 0.7882
```



The following is a quantum chemistry calculation of C4H8N2O2S in the gas phase at a distorted geometry, from OMol25.

Output
- Charge: 0
- Highest occupied orbital energy: -0.3293 Ha
- Multiplicity: 1
- ΔE to the lowest compared entry with this formula, charge and spin: 72.28 kcal/mol
- Orbital gap: 9.489 eV

The geometry in XYZ format:
```
17
Properties=species:S:1:pos:R:3:lowdin_charge:R:1
C 1.505 1.074 0.039 -0.2070
C -0.828 1.191 -0.084 -0.2046
C -0.935 -0.298 -0.411 -0.2107
C 1.500 -0.399 0.135 -0.4098
N 0.506 1.800 -0.197 0.0476
N 0.214 -1.015 0.093 -0.0781
O 0.820 -0.463 2.648 -0.3073
O 2.225 -2.353 1.713 -0.4741
S 2.222 -0.936 1.879 0.9237
H 2.547 1.358 0.062 0.1078
H -1.356 1.879 -0.623 0.0698
H -0.884 1.480 1.071 0.1582
H -1.890 -0.785 -0.024 0.1317
H -1.122 -0.249 -1.588 0.1448
H 2.330 -0.953 -0.556 0.1699
H 0.087 -0.197 2.124 0.0019
H 0.161 -1.964 -0.276 0.1361
```



The following is a quantum chemistry calculation of a molecular structure, C27H23Br9N4O8 at a distorted geometry, from OMol25.

Output
- Charge: 0
- Highest occupied orbital energy: -0.3639 Ha
- Multiplicity: 1
- ΔE to the lowest compared entry with this formula, charge and spin: 4.51 kcal/mol
- Orbital gap: 8.275 eV

The geometry in XYZ format:
```
71
Properties=species:S:1:pos:R:3:lowdin_charge:R:1
C 2.680 0.846 2.374 -0.0987
C 2.868 0.002 3.451 -0.0466
C 4.178 -0.351 3.798 -0.0012
C 5.269 0.231 3.179 -0.1487
C 5.079 1.161 2.158 0.0048
C 3.772 1.414 1.755 -0.1211
N 6.631 -0.082 3.644 -0.3557
O 7.551 0.508 3.116 0.0837
O 6.744 -0.914 4.520 0.0799
H 1.668 1.134 2.111 0.0697
H 2.052 -0.423 4.017 0.1075
H 4.346 -1.040 4.616 0.1184
H 5.882 1.673 1.651 0.1207
H 3.666 2.297 1.136 0.0836
C -3.708 -0.531 5.060 -0.0522
C -3.210 0.761 4.949 -0.0575
C -2.264 1.030 3.982 -0.0084
C -1.680 0.024 3.254 -0.1444
C -2.057 -1.301 3.466 0.0092
C -3.144 -1.555 4.288 -0.0538
N -0.723 0.324 2.197 -0.3342
O -0.206 -0.574 1.579 0.0720
O -0.501 1.501 1.968 0.0415
H -4.456 -0.819 5.786 0.1105
H -3.656 1.556 5.530 0.1129
H -1.977 2.072 3.918 0.1258
H -1.590 -2.047 2.836 0.1208
H -3.504 -2.567 4.402 0.1102
C 3.644 -2.194 0.077 -0.0595
C 4.196 -3.447 -0.165 -0.0925
C 3.490 -4.367 -0.898 -0.0492
C 2.232 -4.059 -1.382 -0.1908
C 1.648 -2.853 -1.039 -0.0367
C 2.342 -1.868 -0.324 -0.0920
N 1.467 -5.007 -2.173 -0.3483
O 0.343 -4.687 -2.544 0.0392
O 1.933 -6.108 -2.388 0.0828
H 4.193 -1.502 0.703 0.0969
H 5.241 -3.602 0.067 0.1145
H 3.804 -5.392 -1.070 0.1254
H 0.608 -2.691 -1.296 0.0944
H 1.812 -0.949 -0.134 0.0129
C -3.917 1.370 -2.884 -0.0923
C -4.781 2.079 -3.715 -0.0505
C -6.116 1.709 -3.742 -0.0054
C -6.586 0.595 -3.052 -0.1520
C -5.717 -0.080 -2.215 -0.0076
C -4.370 0.247 -2.184 -0.0722
N -7.990 0.201 -3.099 -0.3570
O -8.308 -0.880 -2.650 0.0809
O -8.773 0.989 -3.597 0.0771
H -2.864 1.558 -2.729 -0.0025
H -4.475 2.986 -4.214 0.1020
H -6.770 2.108 -4.510 0.1213
H -6.152 -0.824 -1.556 0.1195
H -3.741 -0.170 -1.409 0.0920
C 0.000 1.262 -1.058 -1.5042
Br -0.641 0.028 -2.428 0.6615
Br -0.788 3.010 -1.255 0.6502
Br 1.951 1.412 -1.083 0.7035
H -0.320 0.880 -0.096 -0.0770
C -0.487 6.397 -2.988 -1.5836
Br -0.765 7.584 -1.486 0.5585
Br 0.791 7.226 -4.244 0.5299
Br -2.168 6.019 -3.924 0.5247
H -0.056 5.452 -2.689 -0.0870
C 3.208 -1.310 -3.760 -1.5715
Br 4.715 -2.541 -3.542 0.6164
Br 1.686 -2.225 -4.562 0.6004
Br 3.800 0.253 -4.731 0.5676
H 2.972 -0.938 -2.773 -0.0884
```



The following is a quantum chemistry calculation of a molecular structure, C12H11BrN2O3 at a distorted geometry, from OMol25.

Output
- Charge: 0
- Highest occupied orbital energy: -0.3446 Ha
- Multiplicity: 1
- ΔE to the lowest compared entry with this formula, charge and spin: 269.83 kcal/mol
- Orbital gap: 9.474 eV

The geometry in XYZ format:
```
29
Properties=species:S:1:pos:R:3:lowdin_charge:R:1
N -3.079 -0.811 2.349 0.0539
N -2.510 -0.227 1.152 -0.0161
C -3.156 -0.264 -0.029 -0.5231
O -4.134 -0.644 -0.235 0.2219
C -1.998 0.186 -1.224 -0.2599
C -2.225 0.442 -2.375 -0.0408
C -0.989 1.091 -2.873 0.0031
C -0.285 0.988 -1.898 -0.3110
O -0.846 0.599 -0.714 0.0802
C 1.130 1.632 -1.888 -0.0184
H 1.126 2.373 -0.934 0.1670
H 1.400 1.829 -2.737 0.0240
O 2.169 0.539 -1.737 -0.0602
C 2.081 0.083 -0.244 -0.2398
C 1.581 0.480 0.783 -0.1272
C 1.833 0.087 2.148 -0.0794
C 2.646 -1.035 2.056 -0.5018
C 3.226 -1.595 1.057 -0.1232
C 2.811 -1.126 -0.216 0.0493
H 3.408 -1.379 -0.983 0.0828
H 3.818 -2.646 1.101 0.1775
Br 2.834 -1.894 4.057 0.4272
H 1.218 0.410 3.054 0.1313
H 0.949 1.596 0.944 0.1990
H -1.073 0.889 -3.943 0.1515
H -3.296 0.124 -2.939 0.2078
H -1.295 -0.054 1.253 0.2464
H -3.648 -0.265 2.989 0.0855
H -3.696 -1.409 2.029 -0.0074
```



Number 1: electronic energy -175672.912 eV. Number 2: electronic energy -541291.721 eV. Number 3: electronic energy -22722.019 eV. Number 4: electronic energy -22185.221 eV. Number 5: electronic energy -681082.260 eV. Number 6: electronic energy -91774.780 eV.